# 1
A cluster of 9 separate species, C11H37N12O11 in total, computed with ωB97M-V/def2-TZVPD.

Last column: Mulliken charge in e.
Element x y z (Å)
O1 0.1979 0.4676 -0.9571  -0.54
C1 -0.5630 0.1504 0.0906  -0.30
O2 -1.0756 -0.9653 0.0670  0.31
O3 -0.5400 0.9097 1.0958  -0.41
H1 0.4777 1.2028 -0.4068  -0.19
C2 -0.6560 3.1381 3.8985  0.35
O4 -0.6449 3.7127 4.9740  -0.73
N1 -1.2044 1.9293 3.7227  -0.33
N2 -0.2467 3.6388 2.7574  -0.19
H2 -1.0917 1.5835 2.7805  0.38
H3 -1.3713 1.4982 4.6208  0.24
H4 0.1430 4.5698 2.7184  0.20
H5 -0.1018 2.9778 2.0076  0.12
C3 0.5686 4.0850 -0.9340  0.70
O5 1.0612 3.0707 -0.4994  -0.61
N3 1.0996 4.8859 -1.8630  -0.47
N4 -0.6251 4.5338 -0.5802  -0.37
H6 1.9851 4.6298 -2.2756  0.25
H7 0.5925 5.6981 -2.1845  0.12
H8 -1.1051 3.9699 0.1065  0.17
H9 -1.0605 5.3140 -1.0511  0.18
C4 -4.5449 0.5336 0.6337  0.45
O6 -5.6334 1.0057 0.4340  -0.73
N5 -3.6110 1.1305 1.2900  -0.24
N6 -4.1221 -0.6858 0.3420  -0.30
H10 -2.7028 0.6969 1.3750  0.17
H11 -3.8124 2.0658 1.6137  0.18
H12 -4.8438 -1.2299 -0.1088  0.19
H13 -3.1769 -1.0298 0.4335  0.07
C5 0.0348 -4.5161 -0.0688  0.57
O7 0.2901 -5.6813 -0.2917  -0.74
N7 0.8455 -3.5427 0.2645  0.08
N8 -1.1199 -3.9668 -0.2352  -0.11
H14 1.8532 -3.6042 0.2340  -0.03
H15 0.3907 -2.6429 0.3242  0.10
H16 -1.9166 -4.4118 -0.6681  0.19
H17 -1.2238 -2.9657 -0.1505  -0.05
C6 -1.5741 -1.8158 -3.4043  0.41
O8 -1.6923 -2.2206 -4.5406  -0.72
N9 -0.3749 -1.8365 -2.8202  -0.05
N10 -2.4973 -1.2322 -2.6065  -0.20
H18 0.2162 -2.4442 -3.3692  0.21
H19 -0.1373 -1.5578 -1.8790  -0.08
H20 -2.2608 -1.2208 -1.6246  0.28
H21 -3.4182 -1.0794 -2.9921  0.22
C7 -0.9929 -2.3439 3.8564  0.40
O9 -0.9888 -3.2843 4.6042  -0.73
N11 -1.5013 -2.4698 2.6187  -0.25
N12 -0.2991 -1.2638 3.9577  -0.20
H22 -1.3017 -1.7550 1.9336  0.10
H23 -1.8004 -3.3721 2.2775  0.25
H24 0.2450 -1.0874 4.7901  0.19
H25 -0.2776 -0.5073 3.2889  0.12
C8 3.0061 0.1733 1.4465  -1.11
C9 3.2285 -0.7833 0.2503  1.18
O10 3.8121 -1.9846 0.7566  -0.61
H26 2.4214 -0.2634 2.2561  0.15
H27 2.7086 1.1729 1.1295  0.16
H28 3.9390 0.2837 1.9994  0.52
H29 3.6634 -0.3398 -0.6454  0.19
H30 2.2425 -1.1031 -0.0868  -0.76
H31 3.5534 -2.6792 0.1465  0.30
C10 3.6489 0.5885 -4.6703  -1.34
C11 2.8168 -0.1029 -3.5789  0.19
O11 2.4597 0.8570 -2.5307  -0.43
H32 4.6038 0.8324 -4.2046  0.30
H33 3.3605 1.5885 -4.9941  0.31
H34 3.7312 -0.0545 -5.5466  0.35
H35 3.3160 -0.9376 -3.0868  0.30
H36 1.9738 -0.5341 -4.1189  0.13
H37 1.6239 0.6207 -2.1219  0.53

As for the charge: -1. The HOMO energy comes out at -7.23 eV.

***

# 2
A cluster of 8 separate species, C11H37N6O8 in total, computed with ωB97M-V/def2-TZVPD.

Last column: Mulliken charge in e.
Element x y z (Å)
O1 0.2823 0.1190 0.3206  1.24
H1 -0.0210 0.2728 1.2365  -0.99
C1 2.8929 -1.5287 1.8987  0.66
O2 4.0351 -1.8065 2.2557  -0.50
N1 2.3667 -1.6369 0.7097  0.37
N2 2.0252 -0.9343 2.6408  -0.01
H2 2.9485 -2.1032 0.0283  0.27
H3 1.5284 -1.1102 0.5099  -0.48
H4 2.3260 -0.4928 3.4980  0.29
H5 1.1936 -0.5325 2.2321  -0.03
C2 -1.2318 -3.8005 1.5183  0.69
O3 -0.6822 -4.8587 1.7421  -0.74
N3 -2.5055 -3.6415 1.6282  -0.32
N4 -0.6740 -2.7179 1.1326  0.18
H6 -2.9960 -2.8894 1.1658  0.16
H7 -3.0951 -4.3501 2.0411  0.21
H8 -1.1859 -1.8987 0.8375  0.17
H9 0.3129 -2.7188 0.9177  0.04
C3 3.7644 1.4354 -0.7809  0.67
O4 4.2783 0.3237 -0.7880  -0.64
N5 4.4316 2.5602 -0.6639  -0.46
N6 2.4825 1.6101 -0.7616  -0.03
H10 3.9165 3.4039 -0.4569  0.16
H11 5.4095 2.4617 -0.4313  0.26
H12 2.0676 2.5111 -0.5715  0.33
H13 1.9162 0.8170 -0.4965  -0.16
C4 -0.7280 3.1019 -3.6426  -1.45
C5 -0.0236 2.0871 -2.6994  0.47
O5 -0.8586 1.3861 -1.8384  -0.56
H14 -1.5600 2.6365 -4.1711  0.35
H15 -0.0195 3.4233 -4.4061  0.38
H16 -1.1004 4.0160 -3.1801  0.34
H17 0.7228 2.6539 -2.1429  -0.01
H18 0.4868 1.3044 -3.2605  0.10
H19 -0.3625 1.1036 -1.0666  0.05
C6 -4.8309 -0.1505 0.4676  -1.45
C7 -3.4928 0.4738 0.7867  0.17
O6 -2.5255 -0.4299 0.3334  -0.53
H20 -4.8753 -0.7485 -0.4427  0.35
H21 -5.6042 0.6140 0.3923  0.39
H22 -5.0875 -0.8545 1.2592  0.35
H23 -3.5858 0.7296 1.8421  0.00
H24 -3.2754 1.3829 0.2258  0.30
H25 -1.6816 0.0067 0.1963  -0.25
C8 1.1181 -2.0715 -3.9419  -1.65
C9 1.4844 -1.5362 -2.6053  0.55
O7 0.2953 -1.5287 -1.8563  -0.54
H26 0.7750 -3.0979 -3.8122  0.35
H27 1.9755 -2.0913 -4.6147  0.40
H28 0.2927 -1.5166 -4.3879  0.38
H29 1.9439 -0.5490 -2.5566  0.10
H30 2.2432 -2.2619 -2.3123  0.12
H31 0.4473 -0.9074 -1.1404  -0.12
C10 -1.4284 1.1118 3.6707  -1.20
C11 -0.7688 2.0902 2.7206  0.02
O8 0.6000 1.7172 2.5335  -0.58
H32 -2.4567 1.4495 3.7998  0.40
H33 -0.9881 1.2497 4.6582  0.34
H34 -1.4309 0.0700 3.3501  0.23
H35 -0.9461 3.0874 3.1235  0.46
H36 -1.2356 2.1155 1.7359  0.07
H37 0.6943 1.4387 1.6196  0.36

As for the charge: 0. The HOMO energy (alpha / beta) comes out at -9.27 / -9.27 eV. As for the spin multiplicity: 2.

***

# 3
A cluster of 8 separate species, C11H40N8O8 in total, computed with ωB97M-V/def2-TZVPD.

Last column: Mulliken charge in e.
Element x y z (Å)
C1 -2.6577 4.4412 -5.8778  -1.38
C2 -2.7255 3.9905 -4.3818  0.49
C3 -2.0195 2.6004 -4.2028  -0.92
O1 -2.1834 2.2553 -2.8523  -0.31
C4 -1.3985 1.1795 -2.4223  -1.08
N1 -1.9402 5.0201 -3.6718  -0.80
H1 -1.7197 4.6930 -6.3728  0.35
H2 -3.1745 5.4003 -5.8455  0.33
H3 -3.1862 3.7962 -6.5799  0.36
H4 -3.7363 4.0215 -3.9753  0.35
H5 -0.9549 2.6025 -4.4366  0.40
H6 -2.4286 1.8495 -4.8787  0.38
H7 -0.3967 1.2865 -2.8382  0.46
H8 -1.7494 0.2497 -2.8701  0.47
H9 -1.3208 1.0233 -1.3463  0.29
H10 -1.6681 4.6556 -2.7700  0.25
H11 -2.6958 5.6630 -3.4824  0.27
C5 2.9443 -2.1335 2.2703  -1.29
C6 2.0467 -2.0882 3.5058  0.68
C7 1.9452 -0.7478 4.2117  -0.72
O2 3.1840 -0.3484 4.7490  -0.34
C8 3.1984 0.5641 5.8562  -0.77
N2 0.7690 -2.6907 3.1650  -0.78
H12 3.9963 -1.9910 2.5175  0.45
H13 2.7219 -1.5473 1.3786  0.09
H14 2.9282 -3.1556 1.8920  0.40
H15 2.5268 -2.6312 4.3200  0.22
H16 1.1771 -0.8606 4.9768  0.45
H17 1.7050 0.0993 3.5692  0.20
H18 4.0786 0.2625 6.4240  0.28
H19 2.3576 0.2590 6.4791  0.33
H20 2.9693 1.5926 5.5772  0.25
H21 1.0658 -3.5601 2.7452  0.28
H22 0.2265 -2.2577 2.4313  0.31
O3 -0.3963 -0.8789 0.6687  -0.15
H23 -1.3512 -0.8311 0.7153  0.22
H24 -0.0966 -0.0402 1.0194  0.19
O4 -2.5366 1.4218 3.1534  -0.62
H25 -2.6628 1.1033 2.2596  0.33
H26 -2.1653 2.2974 3.0459  0.31
O5 -3.1147 0.2581 0.4754  -0.59
H27 -3.4972 0.6893 -0.2888  0.26
H28 -3.7803 -0.3708 0.7542  0.25
C9 1.2839 -2.3468 -2.3593  0.42
O6 1.8493 -3.1085 -3.1235  -0.74
N3 0.8950 -1.1524 -2.6263  -0.16
N4 1.0018 -2.6223 -1.0840  0.07
H29 0.1502 -0.6727 -2.1413  0.08
H30 1.0875 -0.8562 -3.5726  0.21
H31 1.1661 -3.5255 -0.6628  0.17
H32 0.5817 -1.9596 -0.4480  -0.09
C10 1.6505 1.9438 0.2837  0.75
O7 1.1331 1.2086 1.1290  -0.84
N5 2.1893 1.4649 -0.8084  -0.38
N6 1.6521 3.2120 0.4036  -0.41
H33 2.5706 2.1275 -1.4685  0.17
H34 2.2155 0.4567 -0.7545  0.19
H35 2.0411 3.6534 -0.4173  0.12
H36 1.3627 3.7059 1.2357  0.24
C11 -0.3871 -4.8457 0.7616  0.70
O8 0.8038 -4.9529 0.3711  -0.76
N7 -1.1124 -5.8939 1.0501  -0.46
N8 -1.0676 -3.7211 1.0104  -0.28
H37 -1.9432 -5.8633 1.6237  0.17
H38 -0.7363 -6.7596 0.6908  0.28
H39 -0.5965 -2.8556 0.7890  0.14
H40 -2.0751 -3.7790 1.0506  0.22

As for the charge: 0. The structure (SMILES) is COC[C@H](C)N.COC[C@H](C)N.NC(N)=O.NC(N)=O.NC(N)=O.O.O.O. The HOMO energy comes out at -8.55 eV. The value obtained for the energy above the lowest of the compared OMol25 structures with the same formula, charge and spin is 193.0 kJ/mol.